(1)
# C8H32O8

8 unconnected molecules or ions with the total composition C8H32O8 (ωB97M-V/def2-TZVPD, the Open Molecules 2025 dataset).

The geometry in XYZ format:
```
48
Properties=species:S:1:pos:R:3:forces:R:3:nbo_charge:R:1
C 3.55673 2.58947 -0.00999 0.845 0.444 1.103 -0.25
O 3.94430 3.47296 -1.03212 -0.695 0.424 -0.472 -0.72
H 3.05663 3.11870 0.80113 -0.344 0.498 -0.364 0.17
H 2.89325 1.76556 -0.27282 0.335 -0.169 -0.331 0.17
H 4.49819 2.32949 0.47390 -0.113 -1.168 0.156 0.16
H 4.24014 2.96350 -1.79010 -0.100 -0.013 -0.072 0.47
C 0.76953 2.30190 -2.87360 0.686 -0.153 0.992 -0.26
O 1.81238 2.89738 -3.65736 -0.714 -0.359 0.280 -0.72
H -0.13294 1.99085 -3.39980 0.218 0.012 -0.310 0.18
H 1.21870 1.46701 -2.33574 0.091 -0.541 -0.685 0.17
H 0.47664 2.86618 -1.98822 -0.204 0.938 -0.303 0.17
H 1.46424 3.67560 -4.09870 -0.056 0.062 0.036 0.47
C -2.34594 1.20370 1.99980 -0.519 0.316 -0.323 -0.25
O -3.65129 1.84206 1.97749 1.041 -0.441 0.142 -0.72
H -1.54811 1.85857 2.35009 -0.126 0.282 0.033 0.16
H -2.31626 0.30723 2.61913 -0.229 -0.115 -0.048 0.17
H -2.11343 0.94538 0.96670 -0.075 -0.110 0.099 0.19
H -3.78342 2.23986 2.84114 -0.110 0.027 0.039 0.46
C 1.14808 2.27508 3.12427 -0.999 -0.424 -0.059 -0.26
O 1.22887 0.98558 2.47354 0.333 0.945 -0.050 -0.76
H 0.63108 2.99616 2.49114 0.254 -0.281 -0.494 0.19
H 0.45413 2.15228 3.95581 0.385 0.213 0.487 0.17
H 2.10712 2.70799 3.40874 0.056 -0.336 0.084 0.18
H 1.52964 0.34879 3.12595 0.086 -0.062 0.083 0.48
C -3.04730 0.45725 -2.77696 -0.323 -0.513 -1.674 -0.25
O -3.47342 1.68872 -2.29069 -0.290 0.598 0.919 -0.72
H -2.84284 0.60729 -3.83705 0.521 -0.085 -0.072 0.17
H -2.16975 0.03089 -2.29094 -0.108 -0.052 0.216 0.16
H -3.90534 -0.21401 -2.81252 0.262 -0.579 0.368 0.16
H -4.15402 1.45306 -1.65599 -0.011 0.614 0.279 0.47
C -1.27995 -3.72894 -2.06509 -1.067 -0.173 -0.042 -0.25
O -2.03455 -3.16705 -3.15703 0.676 0.265 0.316 -0.73
H -1.72553 -3.43170 -1.11577 -0.156 -0.058 0.168 0.16
H -1.38710 -4.80736 -2.18176 0.681 -0.139 0.405 0.17
H -0.24702 -3.38743 -1.99778 -0.117 -0.103 -0.763 0.18
H -2.79507 -3.74519 -3.25174 -0.068 0.148 -0.134 0.46
C 0.45186 -1.27848 -0.23376 0.207 0.288 -3.562 -0.22
O 0.24035 -1.14949 1.06393 -0.518 -0.211 3.828 -0.74
H -0.49054 -1.28564 -0.78141 -0.246 -0.049 -0.322 0.15
H 1.01305 -0.42778 -0.62039 0.297 -0.002 -0.362 0.15
H 0.97390 -2.19163 -0.51964 0.246 -0.186 0.196 0.15
H 0.50419 -0.27685 1.36472 -0.023 0.217 0.220 0.50
C 0.91023 -4.17040 3.12200 -0.113 0.488 0.545 -0.25
O 1.94829 -5.06490 3.13757 2.601 -1.825 -0.567 -0.73
H 0.88156 -3.58410 2.20356 -0.559 -0.046 -0.010 0.18
H 0.05315 -4.80150 3.35702 -0.851 0.979 -0.162 0.17
H 1.20953 -3.50826 3.93445 -0.973 0.443 0.142 0.17
H 2.22815 -5.31783 2.25478 -0.116 -0.008 0.047 0.46
```
Positions in Å, forces in eV/Å.

energy relative to the best compared isomer or geometry (same formula, charge and spin)	4.903	eV
HOMO energy	-10.06	eV
orbital gap	10.478	eV
charge	0
strongest force on any atom	3.87	eV/Å
SMILES	CO.CO.CO.CO.CO.CO.CO.CO
total energy	-925.7116	a.u.



(2)
# C8H33BF4N9O8

9 unconnected molecules or ions with the total composition C8H33BF4N9O8 (ωB97M-V/def2-TZVPD, the Open Molecules 2025 dataset).

The geometry in XYZ format:
```
63
Properties=species:S:1:pos:R:3:forces:R:3:nbo_charge:R:1
B 0.48208 -1.12434 1.17759 0.865 1.064 2.084 1.31
F -0.42093 -0.34677 0.57635 -2.449 1.625 -1.340 -0.57
F 1.61604 -0.31927 1.40671 0.839 0.660 0.920 -0.60
F -0.05059 -1.62610 2.38722 0.204 -0.234 0.119 -0.58
F 0.90557 -2.07584 0.35553 0.673 -3.147 -1.915 -0.57
C -2.75694 1.84746 5.44444 0.073 -2.634 0.623 0.74
O -2.78364 0.72747 5.91115 0.282 -1.061 0.412 -0.68
N -2.00437 2.26137 4.46572 3.201 0.057 -2.867 -0.82
N -3.54531 2.78621 5.82859 -3.492 3.444 2.429 -0.82
H -1.77541 3.24464 4.43645 0.252 -0.416 -0.257 0.37
H -1.28701 1.58679 4.24113 0.189 0.309 -0.499 0.42
H -3.51495 3.68648 5.37176 -0.414 -0.220 0.508 0.38
H -4.07896 2.60476 6.66667 -0.080 0.409 -0.343 0.40
C -3.89546 -2.64586 -2.16736 1.740 -1.351 3.726 0.75
O -4.15488 -2.82079 -0.96575 -0.353 0.813 -1.601 -0.65
N -2.76735 -2.05200 -2.59844 1.274 1.992 0.385 -0.85
N -4.46112 -3.27697 -3.16466 -2.431 -1.465 -3.057 -0.83
H -2.37590 -2.17462 -3.52139 -0.174 0.043 0.446 0.38
H -2.25310 -1.53351 -1.90072 0.163 -0.087 -0.186 0.42
H -4.26946 -2.91749 -4.08886 -0.319 -0.442 0.125 0.38
H -5.14229 -4.01486 -3.05693 0.110 0.503 0.223 0.40
C 3.97913 -0.31998 -4.77586 -3.317 -0.398 -1.767 0.75
O 3.19500 -0.36071 -5.72336 0.278 0.403 0.180 -0.68
N 3.67602 -0.46527 -3.51561 -2.138 -1.132 4.480 -0.82
N 5.24235 -0.06540 -4.84340 4.783 0.913 -2.137 -0.82
H 4.38926 -0.80784 -2.88790 -0.314 0.332 0.061 0.37
H 2.74069 -0.57316 -3.15008 0.058 -0.204 -0.531 0.41
H 5.85080 -0.34584 -4.08759 0.130 0.438 -0.567 0.39
H 5.57920 0.15069 -5.77072 0.456 -0.355 0.338 0.40
C 4.94520 -1.92855 4.48337 -0.128 -2.951 1.749 0.75
O 5.69717 -2.54435 3.78179 1.096 -0.498 -2.867 -0.67
N 3.85489 -2.46457 4.99340 -3.146 -2.562 -0.576 -0.84
N 5.28068 -0.90378 5.16866 3.226 6.178 2.099 -0.82
H 3.55105 -3.21169 4.38546 -0.675 -0.117 0.567 0.41
H 3.23186 -2.07135 5.68426 0.114 0.135 -0.668 0.39
H 6.21904 -0.58399 4.97552 -0.134 0.107 0.115 0.39
H 4.95408 -0.65717 6.09204 -0.350 -0.272 -0.507 0.38
C -3.50802 3.11132 -4.14437 -1.056 -1.529 -0.463 -0.61
C -2.47692 4.06845 -3.74832 -0.826 0.517 0.677 -0.07
C -1.54983 3.44367 -2.67143 0.557 1.360 -1.871 -0.08
O -0.66749 4.52405 -2.38148 1.519 -0.026 0.425 -0.57
C 0.63636 4.06576 -1.90292 -1.770 -0.297 0.639 -0.26
N -1.83683 4.56142 -4.97097 0.087 0.232 1.620 -0.82
H -4.06720 2.80058 -3.26184 -0.006 -0.590 -0.190 0.21
H -2.97670 2.31032 -4.65837 -0.059 -0.837 0.496 0.19
H -4.22029 3.36623 -4.92909 -0.037 0.938 0.234 0.22
H -2.94838 4.88026 -3.19442 0.005 0.569 -0.344 0.18
H -0.98460 2.67708 -3.20148 0.062 -0.620 0.387 0.16
H -2.07367 3.09510 -1.78137 0.003 -0.179 -0.044 0.19
H 0.37918 3.32830 -1.14258 0.520 -0.290 0.129 0.19
H 1.16553 4.86597 -1.38546 -0.137 0.202 -0.441 0.19
H 1.23686 3.58613 -2.67588 -0.043 0.184 -0.190 0.17
H -1.50455 3.73978 -5.45532 0.375 -0.088 -0.268 0.34
H -1.05248 5.02511 -4.53520 0.816 0.398 -0.769 0.37
O -2.29486 -3.81759 6.27280 -0.159 -0.264 0.106 -0.94
H -1.51291 -3.95094 6.80852 0.193 -0.041 0.054 0.46
H -2.40408 -2.86721 6.23998 -0.055 0.348 -0.167 0.48
O -1.58321 -5.34341 1.97387 -0.106 -0.365 0.182 -0.94
H -1.49472 -5.71633 1.09675 -0.011 0.006 -0.208 0.46
H -0.99517 -4.58813 1.97398 0.130 0.450 0.040 0.49
O 4.35286 -4.32859 -0.00263 0.154 -0.302 -0.216 -0.95
H 5.01241 -3.63716 0.05341 0.130 0.158 0.175 0.47
H 3.51622 -3.86369 0.00886 -0.378 0.189 0.105 0.48
```
Positions in Å, forces in eV/Å.

energy relative to the best compared isomer or geometry (same formula, charge and spin)	3.222	eV
HOMO energy	-7.36	eV
orbital gap	9.635	eV
charge	-1
strongest force on any atom	7.28	eV/Å
total energy	-1843.9909	a.u.



(3)
# C8H34NO10

10 unconnected molecules or ions with the total composition C8H34NO10 (ωB97M-V/def2-TZVPD, the Open Molecules 2025 dataset).

The geometry in XYZ format:
```
53
Properties=species:S:1:pos:R:3:forces:R:3:nbo_charge:R:1
N -0.20223 -0.25622 -0.14480 0.174 -0.161 -0.073 -0.96
H -0.53380 -0.21073 0.85368 0.138 0.080 0.145 0.46
H -0.81779 0.26959 -0.78661 0.098 -0.962 0.086 0.44
H -0.09895 -1.28155 -0.32460 -0.865 -0.449 -0.493 0.48
H 0.75035 0.11411 -0.22607 -0.914 0.219 0.147 0.40
O -0.73798 -0.23930 2.50903 0.622 0.782 0.564 -1.19
H -0.11167 0.39335 2.89299 -0.570 0.437 -0.051 0.36
O -0.20457 -2.94374 -0.27390 1.666 -0.432 0.191 -1.26
H 0.11419 -3.84497 -0.42405 -0.456 0.020 -0.091 0.39
O -4.68813 -1.55824 -0.88676 -0.028 1.433 -0.760 -0.99
C -4.57755 -0.16214 -0.98769 0.367 -2.572 0.995 -0.06
C -3.76874 0.50746 -2.19308 0.104 -1.018 0.029 -0.07
O -2.49521 0.07082 -2.59352 -0.649 1.301 0.974 -0.96
H -4.21092 0.18966 -0.00004 0.731 0.559 0.190 0.06
H -5.61982 0.22558 -0.97513 -0.299 0.929 -0.689 0.04
H -3.77343 1.59520 -1.97417 -0.168 0.417 0.236 0.05
H -4.55001 0.37548 -2.96752 0.118 -0.004 -0.788 0.06
C 1.66963 -0.76077 -3.69394 0.387 -0.501 0.587 -0.24
O 0.97308 -1.73689 -2.94701 0.357 -0.082 -0.907 -0.70
H 2.57973 -1.14707 -4.18326 0.235 -0.272 0.119 0.10
H 1.07722 -0.40335 -4.53502 -0.448 0.360 0.510 0.17
H 1.98819 -0.02093 -2.95445 -0.086 0.764 -0.670 0.17
H 1.56714 -1.96975 -2.22142 -0.391 -0.314 0.254 0.48
C -1.35796 3.06979 -1.40047 0.060 1.644 -0.852 -0.23
O -0.68244 2.01060 -1.99178 0.550 0.291 0.819 -0.80
H -0.66687 3.88151 -1.13173 0.522 -0.204 0.107 0.12
H -1.96734 3.56126 -2.17310 -0.545 -0.054 0.161 0.13
H -1.96172 2.95641 -0.49748 -0.054 -0.897 -0.090 0.17
H -1.35932 1.31132 -2.21950 -1.029 -1.112 -0.703 0.52
C -2.33861 2.96112 2.38110 -0.295 0.141 -0.534 -0.26
O -1.00010 2.54488 2.22777 -0.607 0.151 0.218 -0.78
H -2.78473 2.61797 3.32007 0.067 0.105 0.184 0.14
H -2.41679 4.04881 2.29739 0.187 0.084 0.220 0.14
H -2.96374 2.56032 1.57719 -0.065 -0.101 -0.011 0.19
H -1.11898 1.56765 2.19846 0.652 -0.528 -0.065 0.51
C 3.05490 0.53075 0.83946 0.103 0.309 -0.234 -0.25
O 2.16878 1.00498 -0.16766 1.128 0.635 -0.006 -0.72
H 4.07399 0.87228 0.62197 0.193 -0.333 -0.131 0.12
H 2.80749 0.94491 1.81746 -0.269 -0.361 0.109 0.17
H 2.97568 -0.55311 0.80247 0.157 0.029 0.375 0.22
H 2.33839 1.94542 -0.26374 -0.458 0.060 -0.188 0.47
C 3.23046 -4.26083 -1.01704 -1.651 0.993 -0.747 -0.26
O 2.70475 -2.96525 -0.74708 0.692 -0.265 0.169 -0.80
H 3.69383 -4.71396 -0.13920 0.474 0.001 -0.188 0.15
H 2.41425 -4.90510 -1.36153 -0.084 -0.251 0.278 0.17
H 3.81662 -4.13142 -1.92912 0.825 -0.312 0.426 0.16
H 1.77918 -3.03371 -0.40446 -0.827 0.222 0.132 0.52
C 2.06342 -0.06179 4.69004 -0.336 -0.317 -0.587 -0.24
O 1.79958 -0.77433 3.50587 0.927 -0.119 0.523 -0.77
H 2.01962 1.01360 4.48846 -0.111 0.187 0.401 0.15
H 1.38506 -0.35686 5.49767 -0.276 0.307 0.050 0.15
H 3.06199 -0.29469 5.07101 0.193 -0.084 -0.309 0.14
H 0.90187 -0.55816 3.14488 -0.247 -0.755 -0.032 0.51
```
Positions in Å, forces in eV/Å.

energy relative to the best compared isomer or geometry (same formula, charge and spin)	0.000	eV
HOMO energy	4.05	eV
orbital gap	2.516	eV
charge	-3
strongest force on any atom	2.78	eV/Å
total energy	-1131.9127	a.u.



(4)
# C8H36B3O4Pt

A molecular structure, C8H36B3O4Pt (ωB97M-V/def2-TZVPD, the Open Molecules 2025 dataset).

The geometry in XYZ format:
```
52
Properties=species:S:1:pos:R:3:forces:R:3:nbo_charge:R:1
Pt -2.43787 7.75526 -17.39535 -0.615 -0.648 -2.133 1.18
B -1.73856 6.46256 -19.43791 0.070 -1.071 -0.535 -0.72
H -0.74051 6.15195 -19.70562 3.884 -0.713 -0.328 0.01
H -1.79928 7.52477 -19.25833 -0.267 4.956 0.399 0.01
H -2.35261 6.19136 -20.28269 -2.895 -0.693 -2.963 -0.01
H -2.11414 5.95328 -18.56395 -1.368 -2.667 3.811 -0.03
B -3.55262 9.66973 -16.85793 -1.150 0.002 0.368 -0.89
H -3.77460 10.67389 -16.53140 -0.457 3.617 1.090 0.06
H -4.43418 9.04757 -16.85479 -3.431 -2.046 0.044 -0.02
H -3.07880 9.70426 -17.82671 1.495 0.367 -4.230 0.05
H -2.79383 9.27649 -16.19927 2.677 -1.387 3.573 0.04
B -0.34689 8.26144 -17.11354 1.319 -0.670 0.203 -0.88
H -0.94736 8.91028 -17.73215 -1.344 3.033 -2.838 0.03
H 0.61113 8.69283 -16.86791 3.100 1.966 0.911 0.07
H -0.84729 8.03706 -16.18429 -1.544 -0.538 4.592 0.01
H -0.18659 7.27481 -17.51987 1.154 -3.509 -1.911 0.04
C -7.65091 12.12616 -17.66658 0.585 -0.446 0.623 -0.64
C -6.41681 11.16094 -17.54398 -2.002 1.566 -1.816 -0.05
O -6.44048 10.56123 -16.31262 -0.416 -0.354 1.096 -0.77
H -7.56959 12.98667 -17.00249 0.371 0.336 -0.344 0.21
H -8.56438 11.66374 -17.29265 0.064 -0.591 -0.111 0.20
H -7.84610 12.38810 -18.70647 0.235 0.313 0.077 0.20
H -5.47716 11.66536 -17.76923 0.085 0.224 0.176 0.17
H -6.57970 10.45134 -18.35517 0.219 -0.469 -0.094 0.14
H -5.74956 9.89663 -16.36295 0.563 -0.305 0.487 0.52
C -5.32738 14.22147 -13.44644 0.461 -1.244 0.745 -0.63
C -5.51512 12.75428 -13.85736 -0.568 0.369 -0.924 -0.06
O -6.89319 12.63865 -14.19781 -0.677 0.387 0.383 -0.77
H -4.28559 14.45510 -13.22693 0.247 0.037 -0.671 0.20
H -5.76630 14.39591 -12.46408 -0.762 0.225 -0.283 0.20
H -5.75532 14.78678 -14.27433 0.119 0.406 0.447 0.22
H -5.28334 11.97006 -13.13668 0.423 0.306 0.306 0.16
H -4.95733 12.58730 -14.77882 0.439 -0.218 0.102 0.17
H -7.04521 11.89629 -14.78720 0.398 -0.360 -0.183 0.50
C -4.82163 8.23835 -19.94393 0.009 -0.120 -1.479 -0.64
C -5.46851 7.48952 -18.82323 -0.704 1.443 -0.527 -0.06
O -4.49873 6.84944 -18.05186 -0.111 -1.243 0.441 -0.71
H -5.50716 8.99183 -20.33177 0.108 0.504 0.414 0.20
H -4.70719 7.60994 -20.82717 0.383 -0.389 0.154 0.21
H -3.83009 8.62620 -19.71043 -0.348 0.212 0.112 0.25
H -6.20879 6.81579 -19.25472 0.062 -0.458 0.243 0.17
H -6.01010 8.21201 -18.21266 -0.151 -0.013 0.282 0.16
H -4.95557 6.16405 -17.55877 0.371 -0.141 0.308 0.49
C 0.43797 12.40063 -14.68179 -1.275 -0.322 0.495 -0.62
C -0.85481 11.64283 -15.14384 0.436 1.588 1.527 -0.04
O -0.88123 11.70638 -16.50566 0.538 -0.419 -1.936 -0.73
H 0.42488 13.47781 -14.84797 -0.361 0.009 -0.282 0.19
H 1.35671 12.03295 -15.13878 -0.223 -0.397 0.059 0.21
H 0.44061 12.26864 -13.59981 0.520 -0.009 0.160 0.19
H -1.77183 12.11692 -14.79396 -0.031 0.770 0.562 0.14
H -0.93290 10.70972 -14.58590 0.569 -0.906 -0.860 0.16
H -1.57365 11.18438 -16.91756 -0.206 -0.286 0.260 0.50
```
Positions in Å, forces in eV/Å.

energy relative to the best compared isomer or geometry (same formula, charge and spin)	3.613	eV
HOMO energy (alpha / beta)	-4.86 / -5.60	eV
orbital gap (alpha / beta)	7.264 / 7.212	eV
<S²>	2.0045
charge	-1
strongest force on any atom	4.98	eV/Å
total energy	-820.8127	a.u.
2S+1	3



The lowest energy relative to the best compared isomer or geometry (same formula, charge and spin) belongs to which entry? C8H34NO10